# 1
{
  "formula": "C27H37BF3N7S4Ti",
  "method": "the ωB97M-V functional and the def2-TZVPD basis",
  "elements": ["Ti", "C", "C", "C", "C", "N", "C", "C", "N", "B", "N", "C", "C", "N", "C", "S", "C", "C", "C", "C", "N", "C", "C", "N", "C", "S", "C", "C", "C", "C", "C", "S", "H", "H", "H", "H", "H", "H", "H", "H", "H", "H", "H", "H", "H", "H", "H", "H", "H", "H", "H", "H", "H", "H", "H", "H", "H", "H", "H", "H", "H", "H", "H", "H", "H", "H", "F", "C", "F", "F", "C", "C", "C", "C", "N", "C", "S", "H", "H", "H"],
  "positions_angstrom": [[-0.08348, 1.01331, 0.47768], [-1.51781, -3.58845, 3.00022], [-2.60116, -3.07432, 2.08183], [-3.34042, -1.90950, 2.71688], [-3.61011, -4.20870, 1.91245], [-2.07103, -2.65156, 0.73424], [-2.44841, -3.17145, -0.53631], [-1.69505, -2.60892, -1.47343], [-0.70180, -1.83144, -0.83648], [0.52602, -1.18530, -1.62608], [0.44845, 0.34953, -1.86568], [1.37133, 0.89968, -2.80864], [0.69353, 1.60512, -3.73658], [-0.72673, 1.60881, -3.40322], [-0.77965, 0.99015, -2.15752], [-2.01482, 1.17478, -1.03192], [-1.91865, 2.33448, -4.09345], [-3.04456, 1.35094, -4.10641], [-2.18529, 3.59665, -3.33962], [-1.46797, 2.72496, -5.55565], [1.86386, -1.57498, -1.02821], [2.51379, -2.78996, -1.33298], [3.54817, -2.96951, -0.51935], [3.60711, -1.86958, 0.33089], [2.62957, -0.96078, -0.06790], [2.51727, 0.61707, 0.48949], [4.71179, -1.67083, 1.34755], [4.16146, -0.94174, 2.61610], [5.22754, -3.06031, 1.80096], [5.88616, -0.83109, 0.73567], [-0.96443, -1.88974, 0.54676], [-0.17078, -1.03498, 1.76386], [-2.00436, -4.03608, 3.85776], [-0.93583, -2.73044, 3.37529], [-0.83659, -4.31264, 2.52038], [-3.84984, -2.17392, 3.65087], [-4.18176, -1.57341, 2.05444], [-2.75767, -1.00511, 2.90098], [-4.02562, -4.55864, 2.88819], [-3.07358, -5.09047, 1.49941], [-4.43262, -3.84952, 1.30976], [-3.21966, -3.93197, -0.61530], [-1.70124, -2.74135, -2.54352], [0.47246, -1.78418, -2.70543], [2.45129, 0.74075, -2.74234], [1.06673, 2.15252, -4.58888], [-3.37085, 1.17499, -3.08608], [-2.78388, 0.37360, -4.63068], [-3.87896, 1.84823, -4.60273], [-2.56015, 3.37783, -2.31307], [-2.87881, 4.30627, -3.83798], [-1.21381, 4.10135, -3.10065], [-1.49078, 1.77727, -6.15008], [-0.53678, 3.29018, -5.54985], [-2.24267, 3.37158, -5.92023], [2.13052, -3.41321, -2.11078], [4.30977, -3.68310, -0.51502], [3.11787, -1.26674, 2.88286], [4.17296, 0.12310, 2.51804], [4.81432, -1.20599, 3.45525], [4.50139, -3.61334, 2.38260], [6.11921, -2.79378, 2.43437], [5.62608, -3.70868, 1.00470], [5.53164, 0.08535, 0.32179], [6.32274, -1.41757, -0.09954], [6.69161, -0.74545, 1.49118], [-0.46547, 6.89496, 2.64013], [-0.32940, 5.99063, 1.62996], [0.99880, 5.97964, 1.27864], [-1.07894, 6.40664, 0.53691], [-0.72176, 4.62962, 2.18066], [-1.54361, 4.53317, 3.31503], [-1.95747, 3.24212, 3.69539], [-1.57683, 2.10829, 3.02714], [-0.71129, 2.17535, 2.01040], [-0.31163, 3.43358, 1.53155], [0.47614, 3.47898, 0.04639], [-1.86934, 5.34060, 3.92032], [-2.59621, 3.12524, 4.55903], [-2.03000, 1.13142, 3.15760]],
  "forces_ev_per_a": [[1.40, 0.40, -1.02], [1.13, 0.69, 0.06], [-0.87, -0.35, 0.55], [-1.48, 1.16, -0.56], [0.44, -0.74, 0.10], [1.04, -0.78, -1.09], [-1.12, -0.18, 1.95], [1.79, 0.84, 0.12], [-0.61, 0.06, 1.71], [-0.44, -1.90, -0.90], [-1.36, 2.28, 0.05], [-0.20, 0.00, -0.28], [-1.45, -0.09, 0.54], [1.90, -0.72, 2.35], [0.89, 0.15, -3.22], [0.17, -0.87, 1.53], [2.01, 0.08, -1.29], [-0.34, -0.81, -0.59], [0.35, 1.09, 2.06], [-0.51, -1.78, 1.21], [1.92, -0.09, 0.99], [-1.44, 0.47, -0.34], [-0.28, 1.53, 0.60], [-0.46, 1.33, -0.71], [0.60, -3.01, 0.12], [-1.64, 1.67, 0.23], [0.10, 0.36, 0.47], [-0.51, -1.26, 0.01], [1.33, 0.90, 0.00], [0.00, -2.30, -0.03], [-1.50, -0.61, -3.09], [0.93, 1.51, 0.17], [0.02, -0.21, 0.11], [-0.03, -0.67, 0.03], [-0.37, 0.23, 0.19], [0.44, -0.25, -0.11], [0.67, -0.35, 0.32], [0.30, -0.29, 0.04], [0.44, 0.63, -0.66], [-0.65, 0.44, -0.11], [-0.31, -0.39, -0.34], [0.17, 0.44, -0.03], [0.06, -0.01, 0.11], [-0.09, 0.60, 0.43], [-0.66, -0.18, -0.01], [-0.09, -0.20, 0.05], [-0.19, -0.33, -0.08], [-0.37, 1.32, 0.65], [-0.08, -0.27, -0.18], [-0.18, 0.21, -0.80], [0.50, -0.63, 0.20], [-0.75, -0.08, -0.64], [0.56, 1.01, 0.14], [0.02, -0.27, -0.22], [-0.36, 0.29, -0.34], [-0.09, -0.20, -0.21], [0.62, -1.04, 0.03], [0.96, 0.19, -0.31], [0.01, 0.55, -0.09], [-0.12, 0.04, -0.16], [-0.16, -0.03, 0.16], [-0.94, -0.59, -0.37], [-0.21, 0.39, 0.18], [-0.08, 0.90, 0.07], [-0.17, 0.31, 0.35], [-0.61, 0.40, -0.39], [-0.06, -0.51, -1.32], [0.64, 0.76, 0.07], [-1.57, 0.34, 0.13], [1.24, -0.75, 1.80], [-0.83, -0.37, 0.55], [1.10, -1.82, -1.21], [-0.30, -0.12, 0.63], [-0.42, 0.17, -0.04], [0.74, 1.91, -1.54], [-1.43, 0.24, 1.35], [0.85, -1.92, -0.72], [-0.12, 0.89, 0.07], [-0.14, 0.05, -0.07], [0.24, 0.08, 0.58]],
  "homo_ev": [-13.6976, -13.6975],
  "molar_mass_g_mol": 703.583,
  "e_lumo_ev": [-7.4, -7.4],
  "gap_ev": [6.32, 6.32],
  "charge": 2
}



# 2
{
  "formula": "C4H11N3",
  "method": "the ωB97M-V functional and the def2-TZVPD basis",
  "elements": ["C", "C", "C", "C", "N", "N", "N", "H", "H", "H", "H", "H", "H", "H", "H", "H", "H", "H"],
  "positions_angstrom": [[0.97647, 0.42688, 0.32376], [0.65718, -0.23974, -0.90319], [-2.42487, 0.45485, -0.45387], [-1.25022, 0.03849, 0.38704], [1.33948, -0.25754, 1.44134], [2.40809, -0.33205, -1.38028], [-1.36868, -0.65859, 1.44742], [1.24476, 1.47738, 0.27449], [1.84399, 0.27588, 2.13495], [0.56135, -0.82045, 1.82739], [-2.34044, -0.82759, 1.74956], [2.94365, -0.86706, -0.69789], [2.86694, 0.57197, -1.48624], [0.39680, -1.28656, -0.88158], [0.31252, 0.35574, -1.73421], [-3.38865, 0.22411, 0.02270], [-2.37515, 1.52854, -0.65501], [-2.40321, -0.06426, -1.41640]],
  "forces_ev_per_a": [[-3.00, -0.33, 0.51], [5.70, 0.09, -1.12], [0.08, 0.21, -0.14], [-0.09, 0.14, 2.07], [0.08, -0.09, 0.03], [-1.52, -0.70, -0.55], [0.11, 0.75, -0.49], [-0.13, -0.04, -0.11], [-0.37, 0.05, -0.02], [0.13, 0.02, -0.14], [0.25, -0.26, -0.35], [-0.40, 0.17, -0.02], [-0.46, -0.04, 0.11], [-0.16, 0.04, 0.05], [-0.44, -0.01, 0.20], [0.19, 0.00, 0.03], [-0.05, -0.08, -0.07], [0.07, 0.08, 0.00]],
  "de_lowest_ev": 5.346,
  "homo_ev": [-6.9916, -6.9912],
  "molar_mass_g_mol": 101.153,
  "e_lumo_ev": [0.9, 0.9],
  "gap_ev": [7.92, 7.92]
}



# 3
{
  "formula": "C4H6OS",
  "method": "the ωB97M-V functional and the def2-TZVPD basis",
  "elements": ["C", "C", "C", "C", "O", "S", "H", "H", "H", "H", "H", "H"],
  "positions_angstrom": [[0.38297, -1.37661, 0.23728], [-0.63788, -1.02216, -0.77318], [-0.02434, 0.05276, 0.35527], [0.82939, 1.27880, 0.20814], [-2.53488, 0.90070, -0.15581], [-1.82977, -0.20240, 0.36135], [0.00239, -2.08067, 0.98593], [1.43622, -1.46176, -0.04673], [-0.39337, -1.08002, -1.85439], [1.51526, 1.41656, -0.69202], [1.10856, 1.47903, 1.22841], [0.14544, 2.09576, 0.14576]],
  "forces_ev_per_a": [[-0.40, -0.20, 1.24], [1.39, 1.75, 0.09], [-0.71, -1.87, -2.49], [-1.20, 0.22, -0.39], [-1.78, 2.92, -1.66], [2.89, -3.13, 1.17], [0.72, 0.01, 0.18], [-0.44, -0.39, -0.14], [-0.86, 0.64, 0.86], [-0.48, -0.74, 1.67], [1.74, -0.01, 0.17], [-0.86, 0.80, -0.72]],
  "de_lowest_ev": 3.872,
  "homo_ev": -8.6675,
  "molar_mass_g_mol": 102.158,
  "e_lumo_ev": 0.9,
  "gap_ev": 9.59
}



# 4
{
  "formula": "C24H19F5N14O3S3ScTe",
  "method": "the ωB97M-V functional and the def2-TZVPD basis",
  "elements": ["Sc", "N", "C", "N", "N", "N", "N", "C", "N", "N", "N", "N", "H", "N", "C", "C", "C", "C", "C", "C", "S", "N", "C", "C", "C", "C", "C", "C", "N", "H", "H", "H", "H", "H", "H", "H", "H", "H", "O", "C", "C", "C", "C", "C", "C", "C", "O", "N", "N", "C", "S", "C", "C", "S", "H", "H", "H", "H", "H", "H", "H", "H", "H", "F", "Te", "F", "F", "F", "F", "O"],
  "positions_angstrom": [[0.22410, 0.47760, -0.12140], [1.82070, 1.15070, 3.20700], [0.80090, 0.21820, 3.10730], [0.37250, -0.53370, 4.11150], [-0.62590, -1.24170, 3.60150], [-0.80590, -0.95480, 2.36610], [0.08150, -0.02180, 1.98420], [1.90450, 2.13100, 2.26390], [2.49480, 3.33560, 2.36760], [2.22300, 3.96090, 1.26120], [1.53470, 3.18200, 0.50140], [1.31490, 2.01330, 1.07750], [2.17090, 1.34210, 4.13280], [-4.01110, -0.01840, -1.97280], [-5.07860, -0.07710, -1.07720], [-6.37170, -0.19080, -1.56370], [-7.45370, -0.22430, -0.69030], [-7.24140, -0.14130, 0.66910], [-5.94400, -0.04270, 1.16190], [-4.86570, -0.01830, 0.30140], [-3.19060, 0.00600, 0.95620], [-2.25280, -0.09410, -0.39870], [-2.68170, -0.04650, -1.60770], [-1.67770, -0.01170, -2.68280], [-2.01050, 0.27800, -4.00910], [-1.01870, 0.24800, -4.97000], [0.27100, -0.08870, -4.59560], [0.52840, -0.30150, -3.25030], [-0.40960, -0.25240, -2.31450], [-4.23860, -0.19740, -2.93820], [-6.53620, -0.26260, -2.63080], [-8.45450, -0.31950, -1.08580], [-8.07440, -0.15970, 1.35410], [-5.75690, 0.00900, 2.22100], [-3.01020, 0.57570, -4.28580], [-1.24700, 0.49640, -5.99460], [1.06800, -0.14750, -5.31730], [1.53180, -0.51530, -2.90090], [3.43910, -4.25080, -0.06600], [4.24050, -3.17590, -0.03680], [5.61940, -3.38830, 0.02450], [6.50090, -2.32690, 0.05500], [6.02860, -1.02110, 0.04230], [4.66940, -0.79860, -0.01860], [3.76120, -1.85640, -0.07210], [2.32610, -1.51810, -0.15410], [1.99610, -0.29450, -0.23780], [1.46340, -2.50780, -0.15310], [0.13780, -2.12680, -0.26000], [-0.63610, -3.13430, -0.21580], [0.02600, -4.76620, 0.01520], [-1.58010, -5.62150, -0.19130], [-2.65550, -4.69440, 0.31830], [-2.35790, -3.05250, -0.43600], [2.50800, -3.93100, -0.06890], [5.97260, -4.40790, 0.06510], [7.56490, -2.51730, 0.08900], [6.71650, -0.18870, 0.09410], [4.26720, 0.20420, -0.02880], [-1.53250, -6.54410, 0.38260], [-1.71510, -5.85600, -1.24840], [-2.60550, -4.57700, 1.40100], [-3.65370, -5.01340, 0.02740], [-1.58030, 4.48670, -1.47080], [-0.05360, 3.39200, -0.85420], [1.15260, 4.60930, -1.77030], [-0.46290, 2.87160, -2.74970], [-0.29130, 4.85080, 0.45800], [1.24920, 1.81700, -1.52130], [-1.05440, 2.12300, -0.12810]],
  "forces_ev_per_a": [[-1.70, -1.24, -0.12], [0.19, -0.07, 0.10], [-0.74, -0.44, -0.33], [0.95, 0.84, 0.07], [-0.62, -0.52, -0.04], [-0.27, -0.40, -0.19], [0.52, -0.03, 1.13], [-0.47, 0.04, -0.94], [0.28, -0.55, 0.71], [0.12, 1.22, -0.39], [0.22, -0.39, 0.17], [0.56, -0.39, 1.21], [-0.04, 0.01, -0.11], [0.48, 0.01, -0.41], [-0.49, -0.05, 0.34], [0.10, -0.01, 0.11], [0.04, -0.02, -0.10], [0.00, 0.03, 0.11], [0.10, -0.02, -0.18], [0.69, 0.01, -0.23], [-1.28, 0.05, 0.64], [0.45, 0.04, -1.14], [-0.19, -0.02, 1.04], [0.39, 0.02, -0.85], [0.02, -0.14, 0.47], [0.26, -0.07, 0.11], [-0.23, 0.02, 0.10], [0.14, -0.10, -0.09], [-0.52, 0.44, -0.17], [0.13, 0.05, 0.17], [0.01, 0.04, -0.10], [-0.06, 0.01, -0.02], [-0.09, 0.00, 0.08], [-0.03, -0.01, 0.26], [-0.06, 0.00, 0.02], [-0.03, 0.01, -0.11], [0.12, 0.02, -0.05], [0.00, 0.11, 0.01], [0.20, -0.18, 0.06], [0.06, 0.12, -0.01], [-0.03, -0.11, 0.02], [-0.08, -0.07, -0.01], [0.09, 0.15, 0.03], [-0.02, -0.04, -0.02], [0.01, 0.09, 0.06], [-0.33, -1.10, 0.06], [1.31, -0.07, -0.28], [0.67, -0.25, -0.03], [0.23, 0.46, 0.31], [0.29, -0.32, -0.06], [-0.44, -0.11, -0.01], [0.46, 0.19, -0.07], [0.07, 0.47, -0.13], [-0.40, -0.41, 0.15], [-0.10, 0.19, -0.07], [0.02, -0.10, -0.05], [0.06, -0.03, 0.05], [0.01, 0.03, -0.04], [0.00, 0.05, -0.02], [0.00, -0.06, 0.05], [-0.08, 0.00, 0.07], [-0.01, -0.05, -0.02], [-0.07, 0.00, -0.02], [0.91, -0.84, 0.54], [-0.38, 6.16, -4.86], [-0.94, -1.18, 0.96], [0.31, -0.05, 1.26], [0.31, -1.35, -0.54], [-0.78, 0.44, 0.94], [-0.28, -0.51, 0.42]],
  "de_lowest_ev": 1.178,
  "homo_ev": -5.4337,
  "molar_mass_g_mol": 915.258,
  "e_lumo_ev": 1.5,
  "gap_ev": 6.95,
  "charge": -1
}